# 1
Entry from the Open Molecules 2025 dataset: a 2-piece molecular cluster, C11H15F3N2OP overall in a non-equilibrium geometry (ωB97M-V/def2-TZVPD).

XYZ file:
```
33
Properties=species:S:1:pos:R:3:lowdin_charge:R:1
C 1.12 -0.97 2.31 -0.308
P 2.02 -0.51 0.75 0.909
C 3.14 -1.88 0.14 -0.305
C 0.89 0.14 -0.60 -0.428
C 0.77 1.67 -0.54 -0.241
N 0.73 2.79 -0.57 0.209
C -0.52 -0.55 -0.73 -0.272
C -1.15 -0.02 -2.04 -0.200
N -1.60 0.52 -2.92 0.171
C -1.54 -0.20 0.42 -0.133
C -2.13 -1.43 1.18 -0.102
C -2.56 -2.59 0.27 -0.204
F -3.72 -2.57 -0.44 0.077
C -1.76 -3.65 0.10 -0.300
F -0.88 -3.99 1.05 0.110
F -1.75 -4.38 -1.02 0.131
H 0.68 -1.99 2.27 0.019
H 0.40 -0.19 2.64 0.044
H 1.90 -1.01 3.12 0.039
H 2.76 -2.41 -0.77 0.034
H 3.25 -2.60 0.99 0.037
H 4.13 -1.42 -0.04 0.028
H 1.42 -0.06 -1.57 0.122
H -0.37 -1.64 -0.90 0.127
H -1.06 0.54 1.11 0.113
H -2.41 0.35 -0.01 0.129
H -3.06 -1.07 1.70 0.129
H -1.47 -1.85 1.96 0.095
C 0.52 6.21 -1.57 -0.565
O -0.57 7.00 -1.62 -0.471
H 1.10 6.08 -2.53 0.011
H 1.34 6.53 -0.87 0.012
H 0.37 5.16 -1.26 -0.017
```

Its charge is -1.

# 2
Entry from the Open Molecules 2025 dataset: C11H15F6IrN5O6S2Se as an isolated structure in a non-equilibrium geometry (ωB97M-V/def2-TZVPD).

XYZ file:
```
47
Properties=species:S:1:pos:R:3:lowdin_charge:R:1
Ir 0.60 0.18 0.08 1.168
C 1.39 3.84 -1.93 0.030
C 1.40 2.45 -1.41 -0.233
N 0.40 1.93 -0.76 -0.190
O -0.69 2.76 -0.61 0.004
C 2.48 1.53 -1.60 -0.248
C 3.74 1.79 -2.36 0.007
N 2.20 0.36 -1.07 -0.355
O 2.93 -0.64 -1.18 -0.154
H 0.86 4.49 -1.23 0.096
H 0.86 3.88 -2.88 0.113
H 2.40 4.20 -2.07 0.093
H -1.07 2.50 0.25 0.074
H 3.54 2.32 -3.29 0.092
H 4.22 0.85 -2.58 0.085
H 4.42 2.39 -1.75 0.102
F -0.64 2.69 4.77 0.187
C 0.49 2.45 4.13 -0.695
F 0.90 3.54 3.50 0.173
F 1.41 2.03 4.97 0.186
S 0.21 1.18 2.83 0.633
O 1.52 0.80 2.29 -0.328
O -0.64 1.80 1.83 -0.330
N -0.51 0.02 3.60 -0.262
S -0.70 -1.32 2.79 0.669
O -1.74 -2.13 3.30 -0.214
O -0.74 -1.09 1.30 -0.500
C 0.88 -2.29 3.04 -0.675
F 1.44 -1.96 4.19 0.181
F 1.73 -2.05 2.04 0.124
F 0.56 -3.58 3.03 0.165
C -1.51 -4.12 0.02 0.018
N -2.07 -3.07 -0.84 -0.096
C -3.40 -2.95 -1.17 -0.002
C -3.52 -1.84 -1.93 -0.005
N -2.26 -1.31 -2.07 -0.102
C -1.94 -0.12 -2.85 0.004
C -1.38 -2.06 -1.39 -0.583
Se 0.51 -1.80 -1.32 0.950
H -2.23 -4.93 0.08 0.106
H -1.33 -3.72 1.02 0.075
H -0.59 -4.49 -0.40 0.093
H -4.14 -3.66 -0.83 0.139
H -4.39 -1.41 -2.40 0.137
H -2.87 0.39 -3.10 0.104
H -1.41 -0.40 -3.76 0.106
H -1.31 0.55 -2.26 0.056
```

Its charge is +1.

# 3
Entry from the Open Molecules 2025 dataset: C11H15FN2O3PbS2 as an isolated structure in a non-equilibrium geometry (ωB97M-V/def2-TZVPD).

XYZ file:
```
35
Properties=species:S:1:pos:R:3:lowdin_charge:R:1
O 1.51 -2.34 1.02 0.157
C 1.55 -1.85 -0.09 -0.561
O 0.65 -1.93 -1.02 0.085
C -0.39 -2.91 -0.76 -0.107
C -1.49 -2.28 0.09 -0.142
C -2.85 -2.91 -0.12 -0.199
F -3.77 -2.03 0.41 -0.038
O 2.65 -1.11 -0.54 0.076
C 3.17 -0.30 0.41 -0.359
C 3.45 1.10 -0.14 -0.237
C 2.21 1.98 -0.31 -0.435
S 0.76 1.38 0.61 0.944
C -0.38 2.76 0.46 -1.021
S 0.08 4.29 0.55 0.851
N -1.71 2.36 0.29 -0.173
C -2.50 2.81 -0.72 -0.067
C -3.68 2.16 -0.56 -0.093
N -3.62 1.36 0.54 0.099
C -2.46 1.47 1.04 -0.166
H -0.01 -3.86 -0.37 0.145
H -0.82 -3.13 -1.73 0.139
H -1.24 -2.19 1.15 0.123
H -1.60 -1.25 -0.28 0.116
H -3.09 -3.03 -1.18 0.127
H -2.93 -3.87 0.40 0.129
H 2.63 -0.29 1.36 0.121
H 4.24 -0.75 0.67 -0.074
H 3.89 0.96 -1.12 0.141
H 4.21 1.58 0.53 0.056
H 1.97 2.12 -1.36 0.109
H 2.45 2.98 0.06 0.057
H -2.23 3.53 -1.47 0.125
H -4.53 2.28 -1.22 0.115
H -2.09 0.98 1.92 0.134
Pb 5.95 -0.07 1.50 1.824
```

Its charge is +2.

# 4
Entry from the Open Molecules 2025 dataset: an isolated ion of composition C11H15IN and charge +1 in a non-equilibrium geometry (ωB97M-V/def2-TZVPD).

XYZ file:
```
28
Properties=species:S:1:pos:R:3:lowdin_charge:R:1
C -2.00 -2.68 -0.02 -0.006
C -2.05 -2.18 1.30 -0.064
C -1.03 -2.17 -0.86 -0.012
C -1.16 -1.29 1.75 -0.074
C -0.13 -1.22 -0.44 -0.155
C -0.11 -0.84 0.90 -0.278
C 0.66 -0.40 -1.45 -0.112
C 0.13 1.01 -1.63 -0.206
C 0.96 -0.10 1.50 -0.502
C 2.39 -0.21 1.21 -0.091
C 0.18 3.27 -0.76 -0.140
N 0.05 1.85 -0.44 -0.138
I 0.32 1.26 3.02 1.096
H -2.73 -3.45 -0.34 0.136
H -2.87 -2.68 1.93 0.150
H -1.17 -2.63 -1.84 0.136
H -1.16 -0.93 2.85 0.075
H 1.75 -0.32 -1.15 0.127
H 0.56 -1.00 -2.32 0.111
H 0.60 1.53 -2.31 0.061
H -0.89 0.71 -2.15 0.168
H 2.68 -1.25 1.00 0.132
H 2.80 0.01 2.12 0.028
H 2.67 0.75 0.70 0.139
H 0.07 3.84 0.18 0.074
H 1.08 3.79 -1.38 0.135
H -0.76 3.45 -1.46 0.114
H -0.83 1.89 0.08 0.095
```

Its charge is +1.

The evaluated Kohn-Sham gap for the records listed, in turn: 2.98 7.01 1.68 6.63 eV.